{
  "formula": "C27H33Cl6F3O2",
  "method": "ωB97M-V/def2-TZVPD",
  "species": ["F", "C", "C", "C", "C", "C", "C", "H", "H", "H", "H", "H", "F", "C", "C", "C", "C", "C", "C", "H", "H", "H", "H", "H", "F", "C", "C", "C", "C", "C", "C", "H", "H", "H", "H", "H", "C", "C", "C", "O", "H", "H", "H", "H", "H", "H", "C", "C", "C", "O", "H", "H", "H", "H", "H", "H", "Cl", "C", "Cl", "H", "H", "Cl", "C", "Cl", "H", "H", "Cl", "C", "Cl", "H", "H"],
  "positions_angstrom": [[-6.6539, -3.9117, -18.5687], [-5.4374, -3.9872, -19.2303], [-4.9769, -5.1791, -19.7620], [-3.7058, -5.2686, -20.3209], [-2.9778, -4.0860, -20.3842], [-3.3918, -2.8955, -19.8313], [-4.7189, -2.8114, -19.3616], [-5.5896, -6.0669, -19.7098], [-3.3376, -6.1554, -20.8152], [-1.9919, -4.1028, -20.8247], [-2.6852, -2.0797, -19.7919], [-4.9949, -1.8111, -19.0623], [-4.2482, 7.3962, -24.6595], [-5.5155, 6.8997, -24.4654], [-6.2012, 6.3960, -25.6008], [-7.3383, 5.6508, -25.4174], [-7.9284, 5.6144, -24.1281], [-7.3036, 6.2013, -23.0368], [-6.0613, 6.8211, -23.2149], [-5.7118, 6.4184, -26.5632], [-7.8324, 5.0994, -26.2037], [-8.9085, 5.1666, -24.0549], [-7.8479, 6.3010, -22.1093], [-5.5658, 7.3048, -22.3860], [-11.2144, -3.1919, -26.6435], [-10.0482, -2.9051, -25.9889], [-9.7701, -1.5948, -25.5931], [-8.5321, -1.3029, -24.9865], [-7.6215, -2.3394, -24.7833], [-7.8869, -3.6324, -25.2233], [-9.1379, -3.8764, -25.8402], [-10.5278, -0.8309, -25.6871], [-8.3513, -0.2542, -24.8023], [-6.7015, -2.1902, -24.2376], [-7.2467, -4.4860, -25.0562], [-9.3122, -4.8646, -26.2396], [-15.4885, 4.8531, -26.8036], [-16.4760, 5.9080, -27.1856], [-16.5011, 6.3904, -28.6618], [-17.1954, 6.3771, -26.3429], [-14.5429, 5.1254, -27.2723], [-15.7545, 3.8376, -27.0970], [-15.3721, 4.9379, -25.7231], [-16.7711, 5.5410, -29.2893], [-15.5433, 6.8565, -28.8930], [-17.3339, 7.0790, -28.8048], [-14.5736, -1.7857, -21.0118], [-15.6571, -2.6253, -21.6111], [-15.6698, -2.6176, -23.1681], [-16.4652, -3.3298, -21.0168], [-15.0229, -0.9912, -20.4159], [-13.8666, -1.4373, -21.7647], [-14.1368, -2.5428, -20.3607], [-15.5659, -1.6065, -23.5617], [-16.6623, -2.9639, -23.4562], [-14.9566, -3.3262, -23.5892], [-12.1286, -7.5515, -22.6283], [-11.1502, -7.1245, -21.1935], [-10.6539, -8.5625, -20.2901], [-10.3146, -6.5412, -21.5802], [-11.7309, -6.5192, -20.4975], [-10.7732, -9.6391, -29.6048], [-12.4780, -10.0527, -29.4856], [-13.5257, -8.6371, -29.6953], [-12.8406, -10.7279, -30.2607], [-12.7596, -10.5790, -28.5736], [-4.6969, -10.3365, -26.1748], [-3.5333, -11.4306, -26.8776], [-4.0744, -12.2500, -28.3664], [-2.6552, -10.8398, -27.1384], [-3.2210, -12.2951, -26.2916]],
  "homo_energy_ev": -9.44,
  "relative_energy_kcal_mol": 45.8,
  "lumo_ev": 0.14,
  "smiles": "Fc1ccccc1.Fc1ccccc1.Fc1ccccc1.CC(C)=O.CC(C)=O.ClCCl.ClCCl.ClCCl",
  "homo_lumo_gap_ha": 0.352
}